ORCA calculation (ωB97M-V/def2-TZVPD) on C10H14IP in the gas phase.

Properties
HOMO-LUMO gap in eV: 8.39
Relative energy (zero: lowest compared OMol25 entry of this formula, charge and spin) in kJ/mol: 36.0
Strongest force on any atom in eV/Å: 4.44
Structure (SMILES): C[C@H](I)CP(C)c1ccccc1
E_HOMO in eV: -7.95

Geometry (Å):
I: 4.034 1.284 0.124
P: 0.617 0.617 0.274
C: 1.383 -0.405 -1.079
C: 2.875 -1.640 0.735
C: 3.116 -0.692 -0.395
C: 0.633 2.229 -0.489
C: -3.301 0.762 1.081
C: -2.036 1.261 0.898
C: -1.113 0.273 0.241
C: -2.921 -1.225 -0.218
C: -3.797 -0.396 0.440
C: -1.626 -0.865 -0.374
H: 1.294 2.956 0.021
H: -3.995 1.366 1.715
H: -0.972 -1.606 -0.793
H: -4.802 -0.590 0.701
H: 1.003 2.199 -1.502
H: 2.340 -2.531 0.393
H: -1.680 2.191 1.295
H: 3.821 -1.083 -1.104
H: 1.451 0.086 -2.112
H: 2.317 -1.305 1.598
H: 1.057 -1.504 -1.308
H: -3.145 -2.041 -0.765
H: 3.810 -1.945 1.089
H: -0.364 2.601 -0.467



ORCA calculation (ωB97M-V/def2-TZVPD) on 7 unconnected molecules or ions with the total composition C36H65ClO26PS8Si.

Properties
HOMO-LUMO gap in eV: 6.00
Strongest force on any atom in eV/Å: 2.61
Net charge: -1
E_HOMO in eV: -4.68

Geometry (Å):
Cl: -2.686 -0.196 -0.972
S: -7.661 -4.580 0.618
S: 0.766 -14.240 -0.005
S: 1.813 -0.807 -3.171
S: 1.450 -5.568 0.129
S: 2.770 5.114 -4.187
S: -1.982 13.740 4.899
S: 2.997 -9.014 -2.212
S: -3.313 8.286 1.805
P: 1.991 -2.147 -1.405
Si: 0.839 4.316 2.044
O: 1.803 -15.003 0.585
O: 3.156 -9.517 -0.690
O: -0.326 -13.899 1.129
O: 0.634 -3.044 -2.102
O: 2.928 -7.599 -2.217
O: -1.937 8.495 1.533
O: -3.673 6.756 1.471
O: 1.901 5.015 -3.072
O: 1.785 -3.014 0.112
O: -7.353 -3.007 0.466
O: -7.960 -4.854 1.980
O: -8.521 -4.972 -0.441
O: 1.519 -9.590 -2.475
O: 3.916 -9.740 -3.018
O: -3.039 14.323 5.644
O: -4.179 8.969 0.630
O: -6.176 -5.121 0.312
O: 1.019 -13.056 -0.755
O: -2.608 13.042 3.589
O: -1.497 12.397 5.644
O: -0.828 14.472 4.513
O: -0.155 -15.211 -0.900
O: 3.223 3.983 -4.911
O: 2.140 6.167 -5.240
O: 4.053 5.995 -3.759
O: -3.910 8.627 3.050
C: -4.797 6.715 0.587
C: -0.345 0.742 3.935
C: -2.105 -1.974 -2.955
C: -5.935 -2.805 0.487
C: 1.955 5.023 3.440
C: 4.004 3.459 0.079
C: 3.786 2.970 -1.392
C: 1.281 1.483 1.707
C: 2.831 7.414 -5.149
C: 5.021 2.135 -1.873
C: -2.014 11.248 4.961
C: -1.775 -5.540 -0.628
C: -2.158 11.684 3.520
C: 4.232 7.057 -4.696
C: 1.189 -10.531 -1.442
C: 3.681 -1.482 -0.813
C: 3.192 4.765 0.344
C: 1.635 4.568 0.343
C: -2.198 -6.038 0.396
C: 3.796 0.085 -0.778
C: -0.227 2.117 3.601
C: 1.902 -10.015 -0.211
C: 1.145 0.107 2.064
C: -5.353 -4.041 -0.153
C: -0.924 -4.851 -1.694
C: 0.351 -0.252 3.186
C: -1.623 -14.289 0.668
C: -1.275 -2.493 -0.510
C: -1.372 -15.501 -0.207
C: -2.424 -1.981 -1.434
C: 0.613 2.466 2.489
C: 0.667 -3.890 0.100
C: -0.294 -3.522 -1.159
C: -4.661 7.960 -0.265
C: 4.782 0.578 -1.879
C: -0.805 5.282 2.199
H: -2.361 -2.936 -3.454
H: -0.700 -1.674 -0.035
H: 1.192 5.472 -0.143
H: -5.607 8.265 -0.707
H: 2.824 7.922 -6.112
H: 1.217 0.316 -2.677
H: -5.432 -3.997 -1.242
H: -0.155 -5.532 -2.112
H: 3.998 -1.920 0.159
H: 2.059 -10.795 0.531
H: 3.423 5.457 -0.503
H: 2.900 4.430 3.390
H: -1.338 10.402 5.071
H: 4.266 0.351 0.203
H: -1.507 5.094 1.364
H: 4.833 6.678 -5.527
H: 2.136 6.108 3.318
H: -1.194 11.674 3.005
H: -0.745 2.908 4.162
H: 0.111 -10.587 -1.306
H: -2.181 -15.674 -0.914
H: -1.217 -16.400 0.394
H: 2.320 8.034 -4.408
H: 5.919 2.372 -1.264
H: 1.359 -9.183 0.245
H: -4.786 5.802 -0.004
H: -0.553 6.368 2.232
H: 1.476 4.744 4.401
H: -4.314 -4.204 0.129
H: 4.746 7.896 -4.232
H: 4.426 -1.848 -1.561
H: 0.109 -3.798 1.056
H: 2.773 -3.161 -2.065
H: 1.346 3.723 -0.328
H: 2.164 -5.751 -1.014
H: 0.288 -1.317 3.460
H: 5.771 0.088 -1.708
H: 5.083 3.740 0.161
H: -2.868 11.072 2.970
H: 2.814 2.460 -1.541
H: -5.706 6.745 1.192
H: -3.416 -2.472 -1.245
H: -1.767 -3.035 0.336
H: -2.279 -14.509 1.507
H: 4.485 0.284 -2.909
H: -5.623 -2.716 1.531
H: -2.475 -6.522 1.330
H: -2.040 -13.462 0.088
H: 1.187 -1.141 -0.762
H: 5.253 2.447 -2.917
H: 3.756 3.892 -2.019
H: 3.841 2.665 0.838
H: 2.807 0.583 -0.807
H: -1.630 -4.657 -2.537
H: 3.602 5.260 1.251
H: -1.080 -1.627 -3.200
H: -2.794 -1.225 -3.418
H: -3.919 7.822 -1.055
H: -1.257 5.058 3.194
H: 1.566 -11.497 -1.739
H: 1.903 1.736 0.837
H: -0.961 0.461 4.808
H: -5.667 -1.897 -0.049
H: -2.983 10.997 5.398
H: 1.692 -0.646 1.471



ORCA calculation (ωB97M-V/def2-TZVPD) on a molecular structure, C5H7FO2.

Properties
HOMO-LUMO gap in eV: 9.96
Relative energy (zero: lowest compared OMol25 entry of this formula, charge and spin) in kJ/mol: 331.9
Strongest force on any atom in eV/Å: 7.77
E_HOMO in eV: -9.41

Geometry (Å):
F: -0.268 -1.873 -0.669
O: 2.969 -1.881 0.756
O: 0.323 0.643 0.485
C: -1.545 1.722 -0.181
C: -0.792 0.397 -0.255
C: 1.716 -1.455 0.859
C: -1.132 -0.817 -0.730
C: 1.385 -0.083 0.241
H: 2.383 0.529 0.310
H: -1.728 2.135 0.914
H: 0.763 -2.333 1.340
H: 1.453 -0.226 -0.813
H: -2.138 -0.947 -0.987
H: -2.544 1.626 -0.643
H: -0.844 2.560 -0.626